1.
11
Properties=species:S:1:pos:R:3:forces:R:3 method="wB97M-V/def2-TZVPD" de_lowest_kcal_mol=0.0 e_homo_ev="-10.781 / -10.781" lumo_ev="-1.769 / -1.768" smiles="O=NC(F)(F)C(F)(F)[N+](=O)[O-]" orbital_gap_ev="9.01 / 9.01"
O -2.3100 1.0246 -0.5206 0.53 1.04 0.17
N -2.1782 -0.1346 -0.3963 -1.61 -1.75 -0.58
C -0.8968 -0.6070 0.1158 3.92 1.27 2.43
F -1.0847 -0.9550 1.4519 0.02 0.60 -1.96
F -0.4298 -1.6784 -0.5353 -1.45 0.74 0.33
C 0.3810 0.6018 -0.0017 -2.61 -2.21 -1.77
F 0.3614 0.9279 -1.2902 -0.56 0.63 -0.86
F 0.3528 1.6684 0.7027 -0.48 0.86 1.45
N 1.6614 -0.1104 0.1335 -1.02 0.35 0.33
O 1.8542 -0.8450 -0.7685 1.64 -1.66 -1.43
O 2.2887 0.1078 1.1087 1.62 0.13 1.89

***

2.
17
Properties=species:S:1:pos:R:3:forces:R:3 method="wB97M-V/def2-TZVPD" de_lowest_kcal_mol=27.1 charge=-1 e_homo_ev=-3.742 lumo_ev=4.057 orbital_gap_ev=7.80
C 0.3937 0.1557 0.4510 2.59 -3.80 -3.05
O 0.4394 0.3634 -0.9871 -0.81 0.08 1.85
C -0.7804 0.8006 1.1159 0.97 0.61 -0.45
C -1.2852 0.1072 2.3697 0.65 -0.25 0.62
H 1.4280 0.2901 0.9172 -1.10 0.99 -0.19
H 0.4516 -1.0252 0.5240 -1.09 1.57 0.45
H -1.5123 0.9675 0.3231 -0.15 -0.29 0.19
H -0.3714 1.8022 1.3779 -0.76 -0.24 0.05
H -2.3302 0.4001 2.4831 0.03 -0.17 0.58
H -0.6381 0.5567 3.1586 -0.86 -0.64 0.11
H -1.1831 -1.0322 2.4432 -0.13 1.62 -0.55
H 1.8469 0.7238 -3.2800 0.89 0.11 -0.27
H 1.6100 0.3728 -1.9408 0.20 0.02 1.77
O 2.4146 0.5293 -2.5132 -0.43 0.05 -1.52
H 0.2433 -2.2781 -2.5192 -2.14 1.00 0.85
H -0.1307 -0.9136 -1.7678 -1.09 -1.15 -0.01
O -0.5961 -1.8204 -2.1556 3.22 0.49 -0.42

***

3.
10
Properties=species:S:1:pos:R:3:forces:R:3 method="wB97M-V/def2-TZVPD" de_lowest_kcal_mol=13.9 charge=+1 e_homo_ev=-14.875 lumo_ev=-4.210 smiles="N/C=[NH+]/P" orbital_gap_ev=10.66
N -1.9086 -0.0992 -0.1154 3.36 0.30 2.73
C -0.6584 -0.0648 0.3695 0.32 0.68 -2.52
N 0.3476 -0.0808 -0.4555 2.95 -0.70 2.02
P 2.2540 -0.3805 -0.1872 -2.00 0.99 -0.08
H -2.5317 -0.2291 0.6304 -2.16 0.07 -0.02
H -1.9652 -0.0441 -1.0931 -1.28 -0.30 -1.17
H -0.3521 0.1697 1.3728 -0.76 -0.78 0.79
H 0.2849 0.0440 -1.4212 -1.02 -0.18 -1.84
H 2.2239 -0.3462 1.2298 -0.18 0.09 -0.09
H 2.3057 1.0311 -0.3301 0.76 -0.17 0.17

***

4.
9
Properties=species:S:1:pos:R:3:forces:R:3 method="wB97M-V/def2-TZVPD" de_lowest_kcal_mol=92.0 e_homo_ev=-8.728 lumo_ev=0.944 orbital_gap_ev=9.67
O 1.7250 -0.3983 0.7404 -0.29 0.17 -0.16
C 0.8790 -0.3319 -0.1108 0.58 -0.31 -0.02
C -0.3221 1.1978 -0.0535 -0.13 0.15 0.04
C -0.9260 -0.0112 0.2246 0.07 -0.26 -0.06
C -0.7205 -1.2443 0.1906 -0.28 0.21 0.10
H 0.9326 -0.4788 -1.1905 -0.09 0.17 0.17
H -0.5879 1.7166 -0.9718 0.06 -0.10 0.12
H 0.0284 1.8063 0.7751 0.03 -0.11 -0.13
H -1.0086 -2.2563 0.3958 0.06 0.09 -0.04

***

5.
15
Properties=species:S:1:pos:R:3:forces:R:3 method="wB97M-V/def2-TZVPD" de_lowest_kcal_mol=80.2 charge=+2 e_homo_ev=-16.703 lumo_ev=-6.520 orbital_gap_ev=10.18
C -3.6774 3.9696 -2.6793 -2.11 -1.08 -3.17
N -3.2526 4.1794 -3.8668 -0.37 0.13 -0.68
N 3.4026 -4.9612 3.9557 -3.32 0.40 -0.77
N 2.8742 -5.0517 5.1163 2.59 -0.35 -1.46
N -2.1876 4.8504 -4.2011 3.18 2.70 3.07
N 4.4027 -5.5350 3.4581 0.64 -0.10 1.65
H -3.0258 4.2221 -1.9625 1.92 0.88 2.99
H -4.6611 3.5386 -2.5526 0.18 -0.02 0.09
H -3.7132 4.0265 -4.7455 -1.48 -0.93 0.03
H 3.3983 -5.4253 5.8533 0.82 -1.01 1.61
H 1.9820 -4.6684 5.3494 -0.52 0.77 -0.67
H -1.6834 4.8845 -5.0322 -0.22 -0.96 -2.34
H -1.5807 5.2979 -3.4921 -1.13 -0.67 -0.02
H 5.1497 -6.0235 4.0117 -0.83 0.27 -0.77
H 4.4062 -5.4335 2.4397 0.65 -0.02 0.46

***

6.
29
Properties=species:S:1:pos:R:3:forces:R:3 method="wB97M-V/def2-TZVPD" de_lowest_kcal_mol=0.0 e_homo_ev=-8.721 lumo_ev=0.710 smiles="CB1C=C(C)CN1C(C)(C)C" orbital_gap_ev=9.43
C -2.5595 0.8110 -0.4602 -1.38 0.23 -0.60
B -1.1760 0.1924 -0.9007 -0.46 -1.04 -1.76
C -0.8244 -0.4718 -2.3165 -1.87 -0.16 0.94
C 0.3853 -0.9923 -2.2804 2.14 2.00 0.70
C 1.2010 -1.8326 -3.2073 -3.44 -1.26 -1.09
C 1.0983 -0.4904 -0.9752 -1.99 -1.50 -1.91
N -0.0054 0.0221 -0.1895 1.17 0.55 2.42
C 0.2152 0.3554 1.2715 -2.33 -1.74 -1.21
C -0.7976 -0.3901 2.1404 -0.49 -0.95 -0.07
C 1.5617 -0.1103 1.6361 1.11 0.05 2.15
C -0.0174 1.8088 1.5026 2.50 0.82 1.54
H -3.2491 1.0295 -1.3349 0.86 -0.57 0.73
H -2.3526 1.8096 -0.0907 -0.18 0.21 0.49
H -3.2080 0.2738 0.2888 0.94 0.43 -0.61
H -1.6078 -0.7648 -2.9903 0.01 0.07 -0.84
H 2.1937 -1.5253 -3.3439 1.29 0.72 -0.38
H 0.6147 -2.0104 -4.2072 1.38 0.40 1.74
H 1.2285 -2.7880 -2.6878 0.28 -0.49 -0.25
H 1.6303 -1.3623 -0.6610 0.07 -0.73 1.22
H 1.8667 0.2114 -1.1542 0.74 1.19 -0.48
H -1.7739 0.0947 2.1321 -0.10 -0.20 -0.39
H -0.8887 -1.4662 1.8440 0.02 0.86 0.33
H -0.5000 -0.3108 3.1867 0.25 -0.22 0.05
H 2.2788 0.4337 1.0713 0.96 0.10 -0.63
H 1.7392 -1.1919 1.6421 -0.25 0.25 -0.47
H 1.7515 0.1828 2.6816 -0.05 0.03 -0.16
H -0.1491 2.0452 2.5983 -0.63 -0.12 -1.28
H 0.9614 2.2154 1.3184 0.71 0.81 -0.14
H -0.5924 2.2988 0.7607 -1.26 0.28 -0.03

***

7.
12
Properties=species:S:1:pos:R:3:forces:R:3 method="wB97M-V/def2-TZVPD" de_lowest_kcal_mol=115.0 e_homo_ev=-8.452 lumo_ev=0.216 orbital_gap_ev=8.67
O -1.0821 -0.6208 -0.6749 -0.50 0.01 0.96
C -2.1465 -1.2176 -0.1562 -0.72 0.05 -0.15
C -0.3316 -0.4024 0.5632 0.47 0.18 0.24
C 0.5362 0.7737 0.2294 0.20 0.07 0.09
C 1.7081 0.3550 -0.6208 0.29 -0.34 0.00
O 2.1212 -0.7793 -0.6574 -0.14 0.61 -0.08
H -2.9862 -0.6003 -0.5459 -0.45 -0.51 -0.79
H 0.1886 -1.3146 0.8543 0.07 0.13 -0.13
H -1.0387 -0.1138 1.3522 0.33 -0.10 -0.14
H -0.0680 1.5286 -0.2901 0.22 -0.08 0.10
H 0.9089 1.2309 1.1514 0.14 0.04 -0.07
H 2.1902 1.1605 -1.2054 0.08 -0.07 -0.03

***

8.
5
Properties=species:S:1:pos:R:3:forces:R:3 method="wB97M-V/def2-TZVPD" de_lowest_kcal_mol=60.7 e_homo_ev="-9.642 / -9.653" lumo_ev="-2.342 / -2.339" orbital_gap_ev="7.30 / 7.31"
N -0.9896 0.1034 0.0650 1.02 -1.16 1.55
O 0.8728 -0.6279 0.7926 -5.08 -0.96 -0.16
Br 2.1383 0.2619 0.1626 2.27 1.72 -1.21
H -1.4860 -0.5778 -0.5652 1.44 0.43 0.41
H -0.5354 0.8405 -0.4549 0.35 -0.03 -0.59

***

9.
15
Properties=species:S:1:pos:R:3:forces:R:3 method="wB97M-V/def2-TZVPD" e_homo_ev=-8.966 lumo_ev=-1.248 smiles="Ic1ccccc1.O=PI" orbital_gap_ev=7.72
I -1.5115 3.1920 0.1749 0.33 -0.40 -0.05
C -0.1926 1.5427 -0.0194 -0.45 0.42 -0.02
C 0.5542 1.1340 1.0690 0.02 0.05 0.12
C 1.3912 0.0380 0.9389 0.03 -0.04 0.04
C 1.4720 -0.6428 -0.2642 0.02 -0.05 -0.03
C 0.7152 -0.2218 -1.3464 0.05 -0.06 -0.03
C -0.1217 0.8749 -1.2293 -0.05 0.10 -0.03
H 0.4873 1.6576 2.0103 -0.02 0.04 0.05
H 1.9802 -0.2838 1.7847 0.03 -0.03 0.08
H 2.1276 -1.4957 -0.3592 0.05 -0.07 -0.01
H 0.7755 -0.7435 -2.2903 0.01 -0.05 -0.08
H -0.7134 1.2007 -2.0705 -0.06 0.03 -0.06
O -1.6410 -2.4570 1.7487 0.36 0.15 1.26
P -1.9444 -2.7919 0.3784 -0.28 -0.06 -1.18
I -3.3787 -1.0035 -0.5258 -0.04 -0.02 -0.07

***

10.
77
Properties=species:S:1:pos:R:3:forces:R:3 method="wB97M-V/def2-TZVPD" de_lowest_kcal_mol=5.5 e_homo_ev=-7.572 lumo_ev=-1.025 orbital_gap_ev=6.55
Al 0.5621 0.6088 0.4873 0.73 0.58 0.53
O -1.2147 5.8911 0.2929 -0.66 1.71 -1.38
C -1.5101 5.2404 -0.8601 0.43 -0.71 -0.31
C -2.0503 5.9446 -1.9348 -0.11 -0.11 -0.03
C -2.4062 5.2880 -3.1013 -0.10 0.35 0.36
C -2.2073 3.9308 -3.2420 0.10 0.33 -0.01
C -1.5890 3.2555 -2.2165 -0.13 0.43 0.50
C -1.2245 3.8759 -1.0027 -0.58 -0.39 -1.13
C -0.6145 3.0003 0.0666 0.37 -0.43 0.04
O 0.3159 2.1033 -0.4281 -0.14 0.09 -0.09
N -1.7114 2.2545 0.7352 -1.12 0.11 -0.79
N -1.3225 0.9666 1.1562 -0.18 -0.08 0.15
C -2.1977 0.4446 1.9233 0.21 -0.66 0.07
C -2.2762 -0.9700 2.2952 0.14 0.36 -0.14
Br -1.5803 -2.1702 1.0017 0.11 0.14 0.28
C -2.9846 -1.4031 3.3389 -0.44 -0.57 -0.43
C -3.6108 -0.6114 4.3977 0.22 -0.17 0.25
C -4.8988 -0.8956 4.8571 0.33 0.41 0.60
C -5.4210 -0.1815 5.9310 -0.18 -0.06 -0.28
C -4.6949 0.8114 6.5636 0.71 0.57 0.72
C -3.3847 1.0485 6.1414 -0.45 -0.29 -0.41
C -2.8517 0.3279 5.0789 0.36 0.85 -0.10
H -1.0047 5.2558 0.9332 0.55 -1.26 1.60
H -2.2256 7.0024 -1.8637 0.00 0.26 0.25
H -2.8845 5.8403 -3.8893 -0.04 0.24 -0.22
H -2.5153 3.4441 -4.1532 0.05 -0.23 -0.03
H -1.4330 2.2189 -2.3847 0.41 -0.87 0.31
H -0.1574 3.6235 0.8456 0.19 -0.06 0.09
H -2.4673 2.0720 0.0469 0.66 0.47 0.48
H -3.0254 1.0654 2.2240 -0.24 0.23 0.28
H -3.1795 -2.4666 3.3816 0.10 -0.16 0.06
H -5.4704 -1.7000 4.4440 -0.24 -0.26 -0.38
H -6.4184 -0.3964 6.2675 -0.27 -0.13 0.09
H -5.0800 1.3779 7.4423 0.14 -0.58 -0.91
H -2.7711 1.8010 6.5887 0.16 0.30 0.40
H -1.8232 0.5350 4.7556 -0.45 -0.19 0.20
Br 4.3614 0.4672 6.0441 0.14 0.05 0.02
C 3.2886 0.6695 4.5003 -0.05 -0.12 -0.76
C 1.9199 0.5024 4.6182 0.28 0.57 0.84
C 1.1036 0.6321 3.5101 0.31 -0.07 -0.72
C 1.6028 0.8097 2.2086 0.32 0.30 0.70
C 3.0006 1.0426 2.1709 0.00 -0.48 -1.53
C 3.8605 0.9556 3.2550 -1.31 -0.09 0.94
H 1.5287 0.3978 5.6283 -0.19 -0.19 -0.27
H 0.0456 0.6049 3.6570 -0.63 -0.27 0.15
H 3.4458 1.2012 1.1675 -0.11 0.00 0.71
H 4.9082 1.1084 3.1972 0.75 0.13 -0.30
C 0.6425 -4.2187 -1.9656 -0.06 -0.70 0.54
N 0.4863 -3.5298 -3.2287 1.25 -0.88 0.93
C -0.4653 -2.6514 -3.5472 -0.99 0.17 0.78
Se -1.9570 -2.3036 -2.5344 0.01 0.22 -0.36
N -0.1140 -2.1020 -4.7157 0.40 0.60 -1.10
C 1.1184 -2.6150 -5.1586 0.18 0.25 0.21
C 1.9696 -2.3350 -6.2302 -0.70 -0.08 0.82
C 3.1487 -3.0313 -6.3524 -0.34 -0.09 -0.25
C 3.4595 -3.9927 -5.4061 0.61 0.04 0.15
C 2.7014 -4.2113 -4.2855 -1.14 -0.15 0.63
C 1.4951 -3.5195 -4.1725 0.39 -0.01 -0.84
H -0.1908 -4.0010 -1.3086 -0.16 0.30 -0.13
H 1.5648 -3.9275 -1.4456 -0.12 0.10 -0.37
H 0.6318 -5.3124 -2.0885 0.14 0.32 -0.26
H -0.6523 -1.3470 -5.1188 0.12 -0.27 0.01
H 1.7327 -1.5680 -6.9067 -0.39 0.83 -0.92
H 3.7807 -2.8433 -7.2161 0.02 -0.07 0.27
H 4.3700 -4.5332 -5.4957 0.64 -0.38 -0.12
H 2.9728 -4.9207 -3.5177 0.22 -0.07 -0.05
Br 5.4753 -2.2753 -2.7859 0.31 0.02 -0.22
C 3.9514 -1.6032 -1.9189 -0.45 -0.59 0.80
C 3.0203 -0.8381 -2.5825 -0.23 0.06 0.05
C 1.8926 -0.3395 -1.9277 0.55 -0.72 0.53
C 1.6675 -0.6170 -0.5646 -0.14 0.05 -0.78
C 2.5874 -1.4756 0.0393 0.06 0.08 -0.09
C 3.7086 -1.9796 -0.6079 -0.21 0.34 0.30
H 3.2095 -0.6699 -3.6132 -0.09 0.42 -0.84
H 1.1918 0.2533 -2.4784 -0.23 0.39 -0.24
H 2.4828 -1.7357 1.0774 -0.12 -0.03 0.36
H 4.3807 -2.5813 -0.0203 0.30 -0.22 -0.20

***

11.
14
Properties=species:S:1:pos:R:3:forces:R:3 method="wB97M-V/def2-TZVPD" de_lowest_kcal_mol=116.6 e_homo_ev=-8.674 lumo_ev=-0.520 orbital_gap_ev=8.15
C -1.1458 0.9216 -1.2499 -2.73 1.28 -2.98
C -0.2354 0.2308 -0.5382 -0.25 0.22 -6.41
C 0.7321 -0.6176 -1.2687 3.03 -0.29 -1.88
C 1.6303 -1.1491 -1.9837 1.92 1.94 3.24
C -0.2814 0.3081 0.8025 -1.02 2.07 7.90
C -0.6965 1.4517 1.5841 0.87 -1.67 -6.00
C 0.1398 -0.9307 1.3665 4.39 -8.03 1.19
C 0.7563 -2.0935 1.4089 -4.51 8.24 -0.01
H -2.2447 1.2439 -0.8910 3.09 -0.49 -0.25
H -1.0204 1.1375 -2.4065 -0.18 -0.94 2.50
H 2.9916 -1.2092 -1.9296 -5.20 -0.11 -0.59
H -0.9095 1.3573 2.6132 -0.04 0.23 0.87
H -0.8980 2.3775 0.8631 0.37 -1.85 2.30
H 1.1816 -3.0282 1.6294 0.25 -0.58 0.11

***

12.
19
Properties=species:S:1:pos:R:3:forces:R:3 method="wB97M-V/def2-TZVPD" de_lowest_kcal_mol=21.7 charge=-1 e_homo_ev=-5.881 lumo_ev=3.598 orbital_gap_ev=9.48
Br 0.6599 -0.1325 0.7042 0.18 0.45 0.51
O 0.6443 1.4232 -2.3199 0.31 0.49 0.61
H 1.5414 1.6169 -2.6302 -0.33 -0.28 0.19
H 0.7269 1.3382 -1.3390 -0.11 -0.15 -0.95
O -0.4687 2.8740 2.4155 -0.08 1.30 0.02
H -0.0890 2.0806 2.0887 0.48 -2.09 -0.01
H -0.1607 3.4241 1.6891 -0.34 0.70 0.05
O -0.6565 -2.5787 -1.0223 1.31 -0.75 -0.44
H -0.3982 -1.9203 -0.3845 1.08 0.62 0.53
H -1.5674 -2.4267 -0.9829 -2.44 -0.09 -0.30
O -0.7346 -2.5499 2.4450 0.67 -0.70 -0.97
H -0.4095 -1.6953 2.1389 0.25 0.24 -0.27
H -1.2625 -2.3573 3.1884 -0.95 0.35 1.33
O -1.8593 1.7720 -0.2938 -0.54 1.00 0.65
H -1.1383 1.3374 0.1934 -0.28 -0.47 -0.73
H -2.0802 1.3436 -1.1183 0.63 -0.49 -0.02
O 2.3529 -1.0154 -1.9364 -0.62 3.01 -1.71
H 2.6802 -1.8369 -1.7771 1.44 -3.91 0.36
H 2.2191 -0.6970 -1.0588 -0.66 0.78 1.15

***

Number 1: largest force on an atom 4.8 eV Å⁻¹, electronic energy -22059.7115 eV. Number 2: largest force on an atom 5.5 eV Å⁻¹, electronic energy -9431.7184 eV. Number 3: largest force on an atom 4.3 eV Å⁻¹, electronic energy -13395.5329 eV. Number 4: largest force on an atom 0.7 eV Å⁻¹, electronic energy -6255.3889 eV. Number 5: largest force on an atom 5.2 eV Å⁻¹, electronic energy -8614.1379 eV. Number 6: largest force on an atom 3.8 eV Å⁻¹, electronic energy -11791.3370 eV. Number 7: largest force on an atom 1.1 eV Å⁻¹, electronic energy -8335.4762 eV. Number 8: largest force on an atom 5.2 eV Å⁻¹, electronic energy -73606.6856 eV. Number 9: largest force on an atom 1.3 eV Å⁻¹, electronic energy -33841.1845 eV. Number 10: largest force on an atom 2.3 eV Å⁻¹, electronic energy -329946.3068 eV. Number 11: largest force on an atom 9.4 eV Å⁻¹, electronic energy -8384.1767 eV. Number 12: largest force on an atom 4.2 eV Å⁻¹, electronic energy -82525.5306 eV.